The following is a quantum chemistry calculation of an isolated molecule of C20H19N3O5S at a distorted geometry, from OMol25.

Largest force on an atom, eV/Å: 1.24
Energy relative to the best compared isomer or geometry (same formula, charge and spin), eV: 0.073
SMILES: O=C(CN1C(=O)c2ccccc2C1=O)N1CCN(S(=O)(=O)c2ccccc2)CC1
Molar mass, g/mol: 413.46

```
! wB97M-V def2-TZVPD RIJCOSX def2/J DEFGRID3
* xyz 0 1
C -3.80 -0.64 -0.71
H -2.51 2.49 0.37
O 1.61 3.12 2.14
C 1.73 -0.35 1.16
H -0.78 3.31 -2.23
H 3.94 -2.86 -1.81
C 1.74 2.62 1.04
C 1.91 -1.74 0.67
C -4.55 -1.56 1.37
O 0.96 0.08 1.97
C -4.83 -1.10 0.09
H -3.97 -0.28 -1.71
H -0.35 1.74 -2.92
C -2.51 -0.65 -0.22
C 1.28 -2.91 1.05
C -1.49 2.15 0.19
H 1.40 1.36 -1.36
C 2.57 -4.06 -0.65
H -0.75 4.17 -0.15
N -1.39 1.63 -1.17
C 3.20 -2.88 -1.02
H 3.47 2.18 -0.21
O 0.08 -0.46 -0.75
C -0.49 3.28 0.43
C -0.41 2.31 -2.00
C -2.21 -1.11 1.04
N 2.67 0.40 0.46
H -0.45 3.54 1.49
C 0.96 2.36 -1.32
H -5.35 -1.93 2.00
C 2.97 1.80 0.69
N 0.82 2.80 0.06
H -1.26 1.34 0.90
O -1.47 -0.38 -2.64
C 3.35 -0.34 -0.50
H 1.15 -5.01 0.64
C 2.86 -1.73 -0.34
C 1.63 -4.08 0.37
H -1.19 -1.10 1.38
H 0.54 -2.92 1.84
H -3.03 -1.93 2.84
C -3.24 -1.57 1.85
H -5.84 -1.10 -0.27
H 1.62 3.05 -1.87
O 4.15 0.12 -1.27
H 3.66 1.88 1.54
S -1.20 -0.04 -1.28
H 2.81 -4.98 -1.16
*
```

Atom charges from the natural (NBO) analysis, given in e for atoms 1 to 2:
1. C -0.1658
2. H 0.2046